{
  "formula": "C5H9N2",
  "method": "the ωB97M-V functional and the def2-TZVPD basis",
  "symbols": ["C", "C", "C", "C", "C", "N", "N", "H", "H", "H", "H", "H", "H", "H", "H", "H"],
  "xyz": [[-3.775, 0.954, 0.040], [-2.687, 0.407, -0.079], [1.243, 1.049, -0.220], [0.275, -2.319, -0.026], [0.212, -0.963, -0.440], [2.049, 2.052, 0.036], [1.323, -0.255, -0.021], [-4.681, 1.484, 0.167], [0.178, 1.445, -0.444], [-0.298, -3.099, -0.713], [1.261, -2.541, 0.541], [-0.414, -2.384, 0.758], [-1.788, -0.141, -0.229], [1.892, 3.003, -0.205], [2.990, 1.785, 0.319], [2.220, -0.478, 0.517]],
  "e_tot_ha": -304.968686,
  "homo_energy_ev": -13.1,
  "gap_ev": 8.0074,
  "relative_energy_kj_mol": 686.2,
  "total_charge": 1
}